[1]
11
Properties=species:S:1:pos:R:3 method="wB97M-V/def2-TZVPD" relative_energy_kj_mol=149.9 multiplicity=1 homo_ev=-9.3579 gap_ev=9.25
C 0.55688 -0.12800 0.32543
C -0.63734 -0.20783 -0.23408
C -4.55680 0.71760 -1.32000
N -1.55565 -1.26976 -0.28369
N -4.44540 1.29172 -2.29972
N -1.34927 -2.43400 -0.36679
N -1.21629 -3.54503 -0.40240
I -4.91416 -0.32988 0.33190
H 1.00093 0.94081 0.34441
H 1.06117 -1.01331 0.67834
H -0.93610 0.77684 -0.50872


[2]
9
Properties=species:S:1:pos:R:3 method="wB97M-V/def2-TZVPD" relative_energy_kj_mol=711.5 multiplicity=1 homo_ev="-9.5904 / -8.3824" gap_ev="8.71 / 7.60"
C -0.55992 -0.83539 0.17532
C -1.22194 -0.45030 1.18986
C 0.25250 0.23388 -0.80440
O 2.16939 0.79640 0.30054
O 1.52581 0.01435 -0.50058
I -1.72262 1.21156 2.15748
H -0.27251 -1.81977 -0.20312
H -0.07830 -0.42548 -1.61763
H -0.09242 1.27474 -0.69746


[3]
8
Properties=species:S:1:pos:R:3 method="wB97M-V/def2-TZVPD" relative_energy_kj_mol=383.6 multiplicity=1 homo_ev="-8.2340 / -7.4661" gap_ev="7.47 / 5.99"
C 0.32665 1.39413 -1.05816
C 0.66946 0.13061 -0.72416
C -0.16358 -1.16798 0.98081
S -0.55715 0.33946 -2.14977
I -0.88471 0.10026 2.51983
H 0.67459 2.47943 -0.98217
H 0.87631 -1.69368 1.18342
H -0.94157 -1.58224 0.23022


[4]
12
Properties=species:S:1:pos:R:3 method="wB97M-V/def2-TZVPD" multiplicity=1 homo_ev="-5.8592 / -5.8581" gap_ev="4.96 / 4.96"
O -0.18237 -2.48895 -1.93752
Li -0.16339 -2.21539 0.49085
C 0.53060 -1.52308 -1.56335
O 0.12943 -0.28250 -1.79792
C 1.11868 0.79587 -1.50671
H 0.91103 1.58064 -2.25959
H 2.08281 0.37342 -1.84626
Rb -0.45759 2.62996 0.84589
C -1.93151 0.03200 2.82514
O -0.96103 0.70594 3.28850
Na 1.80467 -0.28682 0.73281
H -2.88134 0.67891 2.72815


[5]
12
Properties=species:S:1:pos:R:3 method="wB97M-V/def2-TZVPD" s_squared=2.00 total_charge=+1 multiplicity=3 homo_ev="-9.0989 / -10.9926" gap_ev="6.19 / 7.08"
O -0.88843 -0.19257 -0.47294
C -0.98111 -0.42093 0.75618
C 0.24755 -1.06304 1.35791
H -0.03457 -2.08584 1.66350
H 0.50646 -0.50679 2.27585
C 0.11928 2.38821 -2.64764
O 0.84980 1.51295 -2.38900
O -0.68444 3.22196 -2.65428
Li 0.88360 -0.23049 -1.19457
Tm -3.45020 -0.01020 2.06585
O 1.33595 -1.07420 0.44113
H 2.09609 -1.53906 0.79799


[6]
8
Properties=species:S:1:pos:R:3 method="wB97M-V/def2-TZVPD" total_charge=+1 relative_energy_kj_mol=286.6 multiplicity=1 homo_ev="-14.6828 / -14.6832" gap_ev="8.80 / 8.80"
C 1.89597 1.02327 0.00286
C -1.65245 0.60106 0.43106
C 0.59904 0.23324 -0.56226
N 1.60181 -0.08421 0.49380
N -0.63220 0.55417 -0.15530
H 0.88255 -0.25659 -1.60264
H 1.78198 -0.77034 1.11035
H -2.64443 0.83253 0.64977


[7]
8
Properties=species:S:1:pos:R:3 method="wB97M-V/def2-TZVPD" total_charge=+1 smiles=c1[nH]c[nH+]c#1 relative_energy_kj_mol=351.1 multiplicity=1 homo_ev="-15.7428 / -15.7766" gap_ev="7.55 / 7.68"
C 1.26012 0.67769 0.00102
N -0.02010 1.13632 0.05362
C -0.73135 0.04558 0.08282
N 0.15776 -1.07250 0.02602
C 1.46433 -0.63703 0.06230
H -0.45264 2.04999 -0.01168
H -1.73995 -0.14892 -0.03560
H 0.06184 -2.05113 -0.17851


[8]
8
Properties=species:S:1:pos:R:3 method="wB97M-V/def2-TZVPD" s_squared=2.04 total_charge=+1 relative_energy_kj_mol=572.4 multiplicity=3 homo_ev="-14.4220 / -15.9404" gap_ev="6.80 / 8.82"
C 0.42159 3.31121 0.67141
C 0.94819 1.15387 0.13118
C 0.47638 4.55818 0.26428
N 0.35909 5.71284 0.07095
N -0.18795 0.32719 0.03688
H -1.11863 0.78264 0.11730
H -0.11264 -0.44043 0.73917
H -0.10191 -0.11372 -0.90269


[9]
9
Properties=species:S:1:pos:R:3 method="wB97M-V/def2-TZVPD" total_charge=+1 relative_energy_kj_mol=544.8 multiplicity=1 homo_ev="-14.5240 / -14.5254" gap_ev="7.99 / 8.00"
C 0.08117 -1.31389 -0.02118
C -0.86339 -0.36655 0.30744
C 0.26052 1.76770 0.03497
N 1.29959 -0.80317 -0.09110
N 1.89355 0.16148 -0.08280
O -0.68932 0.95749 -0.01915
H -0.12484 -2.45300 0.02145
H -1.82901 -0.53851 0.50806
H -0.02827 2.58845 -0.65768


[10]
9
Properties=species:S:1:pos:R:3 method="wB97M-V/def2-TZVPD" total_charge=+1 relative_energy_kj_mol=435.0 multiplicity=1 homo_ev=-17.2686 gap_ev=9.21
C -0.94041 0.02695 0.01736
C -0.12789 1.21242 0.06384
C -0.17883 -1.21101 -0.02553
N 1.15629 1.17028 -0.06453
N 1.13348 -1.17277 0.02697
O 1.77701 0.04424 -0.06564
H -1.95043 -0.07566 0.04153
H -0.40523 2.28726 0.02387
H -0.46398 -2.28169 -0.01788


[11]
10
Properties=species:S:1:pos:R:3 method="wB97M-V/def2-TZVPD" total_charge=+1 relative_energy_kj_mol=108.6 multiplicity=1 homo_ev=-15.9658 gap_ev=9.09
C -0.38605 -0.97123 0.74303
C 0.84788 1.52591 -0.36318
C -0.02270 0.57951 -1.13515
N 0.34306 -0.35255 1.54899
N -0.51682 -0.52576 -0.57768
O 1.49607 2.41556 -0.19054
O -0.14107 1.01361 -2.25022
H -0.96735 -1.87603 0.93060
H 0.41784 -0.69934 2.49967
H -1.07084 -1.10969 -1.20552


[12]
10
Properties=species:S:1:pos:R:3 method="wB97M-V/def2-TZVPD" total_charge=+1 relative_energy_kj_mol=85.0 multiplicity=1 homo_ev=-16.0744 gap_ev=9.30
C 0.98231 0.02896 -0.74603
C -1.03601 0.65973 1.11433
C -1.00317 -0.69979 0.43910
N 0.97193 1.14508 -0.17793
N -0.00368 -0.89765 -0.44032
O -1.41178 1.47902 1.77575
O -1.88418 -1.43329 0.77135
H 1.69892 -0.33744 -1.47911
H 1.66096 1.86149 -0.35868
H 0.02471 -1.80611 -0.89845


[13]
11
Properties=species:S:1:pos:R:3 method="wB97M-V/def2-TZVPD" total_charge=+1 relative_energy_kj_mol=693.0 multiplicity=1 homo_ev="-14.1886 / -14.1901" gap_ev="7.27 / 7.27"
C -0.94163 -0.53378 -0.13177
C 0.71615 0.74198 -1.20098
C -0.21346 -0.40774 1.21963
N -0.50744 0.07221 -1.15265
N 1.11922 0.13938 0.83737
O -1.19702 0.25572 -2.13528
O 2.16110 -0.09544 1.29857
S 1.54320 1.76222 -1.98978
H -1.84879 -1.15118 -0.26949
H -0.71497 0.56381 1.72405
H -0.11635 -1.34718 1.80034


[14]
11
Properties=species:S:1:pos:R:3 method="wB97M-V/def2-TZVPD" total_charge=-1 smiles="CC(=O)N([O-])N=C=O" relative_energy_kj_mol=336.8 multiplicity=1 homo_ev=-2.3530 gap_ev=6.39
C -1.80497 0.21459 -0.06726
C -0.25665 0.30994 -0.13522
O 0.37585 1.28639 -0.51847
N 0.42121 -0.85725 0.11800
O -0.01342 -2.04093 0.45163
N 1.77847 -0.73666 0.01551
C 2.50693 0.18994 -0.00079
O 3.38403 0.97581 0.06848
H -2.07734 0.94307 0.66090
H -2.09333 -0.67622 0.50881
H -2.22078 0.39132 -1.10158


[15]
10
Properties=species:S:1:pos:R:3 method="wB97M-V/def2-TZVPD" smiles=[O-][n+]1ncccp1 relative_energy_kj_mol=303.1 multiplicity=1 homo_ev="-8.8769 / -8.8795" gap_ev="8.09 / 8.10"
O -2.87336 0.56997 -0.05676
N -1.60999 0.30895 -0.00797
N -0.75986 1.28821 0.04264
C 0.52106 1.04536 -0.01425
C 1.15196 -0.13401 -0.04296
C 0.46815 -1.31616 -0.03494
P -1.32536 -1.34871 -0.01224
H 1.12113 1.86262 -0.00810
H 2.29421 -0.11963 -0.13596
H 1.01204 -2.15660 0.27054


[16]
10
Properties=species:S:1:pos:R:3 method="wB97M-V/def2-TZVPD" total_charge=+1 relative_energy_kj_mol=447.6 multiplicity=1 homo_ev=-13.7970 gap_ev=6.46
C 0.17905 0.53531 -1.10609
C 1.88757 -0.69729 -0.01501
C -0.94675 0.19341 -0.12560
N 1.34345 -0.02911 -0.90840
N -0.54542 0.10952 1.32677
O -1.28964 -0.34025 2.10472
S 2.71268 -1.53471 0.97090
H -0.00034 1.42125 -1.70821
H -1.70896 0.96432 -0.12018
H -1.63163 -0.62244 -0.41889


[17]
9
Properties=species:S:1:pos:R:3 method="wB97M-V/def2-TZVPD" total_charge=+1 relative_energy_kj_mol=138.7 multiplicity=1 homo_ev=-15.4446 gap_ev=7.79
C -0.97688 0.58357 -0.58415
C -0.14825 -1.00085 0.76900
C 0.41228 0.82357 -0.72785
N -1.27189 -0.42748 0.21332
N 0.96621 -0.60494 0.30530
S 1.40872 1.90039 -1.27964
H -1.83884 1.33560 -0.82426
H -0.36060 -1.59686 1.57216
H 1.80924 -1.01300 0.55612


[18]
9
Properties=species:S:1:pos:R:3 method="wB97M-V/def2-TZVPD" smiles="[H]/N=C1/C=NC=N1" relative_energy_kj_mol=168.1 multiplicity=1 homo_ev=-10.3853 gap_ev=9.21
H -2.65716 -0.59067 0.21181
N -1.93028 0.13121 0.10328
C -0.70716 -0.02555 -0.08786
C 0.26789 1.09638 -0.08593
N 1.47207 0.62205 0.14919
C 1.22040 -0.82072 0.06456
N -0.03064 -1.24770 -0.05582
H 0.25932 2.23863 -0.18754
H 2.10555 -1.40363 -0.11169


[19]
9
Properties=species:S:1:pos:R:3 method="wB97M-V/def2-TZVPD" relative_energy_kj_mol=393.4 multiplicity=1 homo_ev="-9.8958 / -9.8977" gap_ev="7.41 / 7.41"
C -0.06115 -2.09438 -0.00878
C -1.71812 -1.07290 2.00886
C 0.26969 -0.82543 0.33153
N -0.14338 -3.20668 -0.26802
N -2.60087 -1.11311 2.71311
N -0.06689 0.17823 -0.46155
H 0.90241 -0.82408 1.18132
H -0.73675 -0.14595 -1.14117
H -0.38749 1.02719 -0.01182


[20]
10
Properties=species:S:1:pos:R:3 method="wB97M-V/def2-TZVPD" relative_energy_kj_mol=740.2 multiplicity=1 homo_ev=-10.1790 gap_ev=10.28
C 0.91397 0.70480 -0.05887
C -0.34113 -0.86513 -0.28247
C -0.45948 0.52075 -0.29393
H 1.79733 1.29130 -0.58631
H 1.06732 0.76445 1.22868
H 1.35021 -1.27385 0.74180
N 1.08267 -0.86822 -0.34869
N -1.54075 -1.17362 -0.12145
N -1.58286 1.05998 -0.25377
O -2.28727 -0.16047 -0.02500